The following is a quantum chemistry calculation of a molecular structure, C3H7N3S2 at a distorted geometry, from the OMol25 dataset.

Calculated values
HOMO energy (spin up / spin down) = -7.761 / -7.633 eV
gap between HOMO and LUMO (spin up / spin down) = 0.2658 / 0.2534 Ha
energy = -1078.992474 Eh
energy relative to the best compared isomer or geometry (same formula, charge and spin) = 109.45 kcal/mol
LUMO (spin up / spin down) = -0.53 / -0.74 eV

Last column: Mulliken charge in e.
Element x y z (Å)
1 S 2.797 1.316 -0.070  -0.193
2 S 2.652 -1.491 -0.154  -0.259
3 N 0.198 1.408 0.332  -0.420
4 N 1.227 -0.749 0.146  0.096
5 N 1.345 0.666 0.061  0.150
6 C -1.005 0.919 -0.329  -0.567
7 C -1.217 -0.423 0.326  -0.558
8 C -0.084 -1.322 -0.043  -0.460
9 H -0.937 0.778 -1.439  0.297
10 H 0.164 -2.208 0.642  0.331
11 H -1.342 -0.296 1.501  0.264
12 H -0.214 -1.573 -1.078  0.265
13 H -2.142 -1.014 0.232  0.371
14 H 0.319 2.315 -0.036  0.294
15 H -1.761 1.673 -0.089  0.390